# 1
Density functional theory data (wB97M-V/def2-TZVPD) for a cluster of 2 separate species, C7H9BrN2 in total at a distorted geometry.

**E_HOMO**: -8.705 eV
**Structure (SMILES)**: BrC1=CC1.Cn1ccnc1
**Energy above the lowest of the compared OMol25 structures with the same formula, charge and spin**: 218.40 kJ/mol
**M**: 201.1 g mol⁻¹
**HOMO-LUMO gap**: 9.433 eV

Last column: Mulliken charge in e.
Element x y z (Å)
Br: -3.00 -1.04 -0.21  -0.09
C: -2.79 0.78 -0.13  -0.17
C: -2.36 1.89 -0.65  -0.08
C: -3.05 2.00 0.69  -0.53
H: -1.89 2.44 -1.43  0.42
H: -2.45 2.18 1.58  0.21
H: -4.05 2.40 0.75  0.24
C: 2.43 -1.11 -1.51  -0.84
N: 1.71 -0.87 -0.29  0.14
C: 1.97 -1.39 0.95  -0.08
C: 1.01 -0.90 1.78  -0.65
N: 0.17 -0.09 1.09  -0.40
C: 0.62 -0.09 -0.14  -0.18
H: 2.60 -0.17 -2.03  0.32
H: 3.39 -1.57 -1.28  0.29
H: 1.86 -1.77 -2.16  0.30
H: 2.80 -2.05 1.12  0.38
H: 0.86 -1.08 2.83  0.39
H: 0.17 0.45 -0.95  0.32

# 2
Density functional theory data (wB97M-V/def2-TZVPD) for a cluster of 2 separate species, C7H9BrNOP in total at a distorted geometry.

**E_HOMO**: -8.147 eV
**Energy above the lowest of the compared OMol25 structures with the same formula, charge and spin**: 101.89 kJ/mol
**M**: 234.0 g mol⁻¹
**HOMO-LUMO gap**: 8.295 eV

Last column: Mulliken charge in e.
Element x y z (Å)
C: -0.40 1.18 -2.23  -0.48
C: -1.62 1.49 -0.17  -0.30
C: -1.35 1.88 -1.46  0.27
C: 0.23 0.10 -1.67  0.54
C: -0.96 0.39 0.39  -0.66
C: 1.23 -0.72 -2.41  -1.25
C: 0.58 -0.91 3.95  -0.89
N: -0.08 -0.24 -0.40  0.14
O: 0.44 -2.23 1.64  -0.55
P: -0.51 -1.73 2.66  0.40
Br: -2.25 3.37 -2.26  -0.17
H: -0.18 1.49 -3.24  0.42
H: -2.35 2.03 0.42  0.40
H: 0.75 -1.26 -3.23  0.29
H: 2.00 -0.09 -2.84  0.34
H: 1.70 -1.45 -1.75  0.33
H: 1.37 -1.60 4.23  0.29
H: 0.01 -0.63 4.82  0.34
H: 1.03 -0.02 3.51  0.25
H: 0.36 -1.06 0.02  0.28

# 3
Density functional theory data (wB97M-V/def2-TZVPD) for the molecule C7H9BrO at a distorted geometry.

**E_HOMO (alpha / beta)**: -7.816 / -7.816 eV
**Energy above the lowest of the compared OMol25 structures with the same formula, charge and spin**: 270.33 kJ/mol
**M**: 189.1 g mol⁻¹
**HOMO-LUMO gap (alpha / beta)**: 8.324 / 8.323 eV

Last column: Mulliken charge in e.
Element x y z (Å)
C: 0.18 -1.59 0.75  -0.38
C: 1.17 -1.82 -0.11  -0.11
C: -0.34 -0.24 1.12  -0.91
C: 1.93 -0.81 -0.79  -0.66
C: 0.02 0.53 -1.33  -0.74
C: -0.73 0.59 -0.10  1.56
C: -1.57 1.81 0.21  -1.46
O: -1.13 -0.20 -1.25  -0.45
Br: 2.84 0.54 0.20  -0.17
H: -0.32 -2.44 1.20  0.36
H: 1.38 -2.84 -0.42  0.32
H: -1.23 -0.36 1.74  0.44
H: 0.41 0.34 1.68  0.34
H: 2.46 -1.05 -1.69  0.46
H: 0.26 1.22 -2.11  0.36
H: -2.56 1.51 0.57  0.31
H: -1.70 2.43 -0.67  0.39
H: -1.07 2.40 0.98  0.34

# 4
Density functional theory data (wB97M-V/def2-TZVPD) for a structure of composition C7H9BrO4 at a distorted geometry.

**E_HOMO**: 1.284 eV
**Net charge**: -2
**Energy above the lowest of the compared OMol25 structures with the same formula, charge and spin**: 164.73 kJ/mol
**M**: 237.0 g mol⁻¹
**HOMO-LUMO gap**: 4.489 eV

Last column: Mulliken charge in e.
Element x y z (Å)
C: 2.96 -1.71 1.35  0.36
C: 3.18 -1.01 -1.05  0.65
C: -0.08 -0.36 0.56  -2.14
C: 0.43 0.69 -1.55  -1.44
C: 0.25 -1.75 -1.36  -0.91
C: 0.34 -0.59 -0.77  1.49
C: 2.81 -2.04 -0.10  -0.02
O: 3.56 -0.61 1.60  -0.73
O: 3.31 0.19 -0.59  -0.67
O: 2.67 -2.46 2.33  -0.84
O: 3.46 -1.37 -2.23  -0.82
Br: 2.63 -3.84 -0.61  -0.29
H: -0.12 -1.22 1.17  0.39
H: 0.26 0.53 1.15  0.31
H: -1.09 -0.11 0.44  0.64
H: 1.51 0.95 -1.60  0.28
H: -0.01 1.49 -0.98  0.37
H: -0.06 0.46 -2.53  0.33
H: -0.09 -2.70 -0.96  0.40
H: 0.72 -1.79 -2.40  0.19
H: 3.38 0.01 0.50  0.45

# 5
Density functional theory data (wB97M-V/def2-TZVPD) for a structure of composition C7H9Cl3F2NO8Pd at a distorted geometry.

**E_HOMO (alpha / beta)**: -4.546 / -4.558 eV
**Net charge**: -1
**Energy above the lowest of the compared OMol25 structures with the same formula, charge and spin**: 135.43 kJ/mol
**2S+1**: 3
**M**: 485.9 g mol⁻¹
**HOMO-LUMO gap (alpha / beta)**: 6.925 / 6.838 eV
**Expectation value of S²**: 2.006

Last column: Mulliken spin population.
Element x y z (Å)
Pd: 0.02 -0.68 1.59  1.46
Cl: 1.79 -2.29 3.21  0.19
Cl: -1.09 -2.91 0.66  0.13
Cl: 0.61 1.44 2.74  0.12
C: -2.72 1.44 3.80  0.00
N: -3.01 0.14 3.12  0.00
O: -2.15 -0.38 2.46  0.02
O: -4.14 -0.28 3.24  0.00
H: -1.80 1.41 4.39  0.00
H: -3.57 1.60 4.46  0.00
H: -2.76 2.19 3.02  0.00
C: -3.06 1.09 -2.51  0.00
C: -2.72 -0.25 -3.13  0.00
O: -1.94 -0.79 -2.05  0.00
C: -1.41 0.23 -1.33  0.01
O: -0.69 0.11 -0.39  0.01
O: -1.87 1.35 -1.84  0.00
F: -1.87 0.00 -4.19  0.00
H: -3.87 1.02 -1.78  0.00
H: -3.29 1.84 -3.27  0.00
H: -3.50 -0.87 -3.57  0.00
C: 5.20 -0.47 -0.44  0.00
C: 4.52 -0.55 -1.82  0.00
O: 3.21 -0.23 -1.53  0.00
C: 2.97 -0.48 -0.21  0.01
O: 1.86 -0.53 0.22  0.04
O: 4.08 -0.83 0.38  0.00
F: 4.63 -1.85 -2.27  0.00
H: 5.49 0.56 -0.21  0.00
H: 6.05 -1.10 -0.19  0.00
H: 5.05 0.06 -2.56  0.00

# 6
Density functional theory data (wB97M-V/def2-TZVPD) for a cluster of 2 separate species, C7H9ClF3O7 in total.

**E_HOMO**: -5.358 eV
**Net charge**: -1
**M**: 297.6 g mol⁻¹
**HOMO-LUMO gap**: 7.535 eV

Last column: Mulliken charge in e.
Element x y z (Å)
O: 2.88 -0.78 0.51  -0.49
C: 1.98 -0.34 -0.11  0.38
C: 1.78 1.08 -0.61  -0.53
C: 0.59 0.91 -1.57  -0.60
C: -0.18 -0.15 -0.79  0.52
C: -1.36 -0.89 -1.43  -0.89
C: -2.72 -0.55 -0.81  -0.23
O: -3.59 -1.65 -1.02  -0.55
C: -3.36 0.74 -1.39  0.83
F: -4.37 0.49 -2.21  -0.27
F: -3.83 1.52 -0.41  -0.31
F: -2.49 1.49 -2.08  -0.26
O: 0.87 -1.09 -0.47  -0.43
H: 2.70 1.48 -1.05  0.37
H: 1.50 1.70 0.26  0.25
H: 0.03 1.82 -1.81  0.30
H: 0.97 0.44 -2.49  0.30
H: -0.49 0.30 0.17  0.13
H: -1.37 -0.71 -2.51  0.35
H: -1.22 -1.96 -1.26  0.29
H: -2.61 -0.35 0.26  0.46
H: -4.19 -1.73 -0.26  0.36
O: 3.00 -1.61 4.37  -0.66
Cl: 3.70 -0.35 4.21  1.66
O: 4.87 -0.55 3.39  -0.65
O: 4.10 0.14 5.51  -0.68
O: 2.82 0.61 3.59  -0.65

# 7
Density functional theory data (wB97M-V/def2-TZVPD) for the molecule C7H9ClN2 at a distorted geometry.

**E_HOMO (alpha / beta)**: -8.211 / -7.839 eV
**Energy above the lowest of the compared OMol25 structures with the same formula, charge and spin**: 443.08 kJ/mol
**M**: 156.6 g mol⁻¹
**HOMO-LUMO gap (alpha / beta)**: 7.498 / 7.166 eV

Last column: Mulliken charge in e.
Element x y z (Å)
C: 1.21 -1.42 1.32  0.45
C: -0.85 1.65 0.28  -0.41
C: 0.58 1.53 0.33  -0.27
C: 0.79 0.19 -0.48  -0.77
C: -1.22 0.06 2.04  -0.14
C: 0.40 -1.06 0.30  0.44
C: -0.73 -1.95 -0.19  -1.80
N: 2.07 -1.57 2.10  -0.58
N: -1.59 0.77 0.97  -0.37
Cl: -2.36 -1.18 2.31  -0.13
H: -1.19 2.04 -0.69  0.39
H: 1.05 2.30 -0.29  0.31
H: 0.87 1.46 1.48  0.26
H: 0.11 0.19 -1.33  0.44
H: 1.92 0.01 -0.72  0.36
H: -0.68 0.26 2.96  0.42
H: -0.31 -2.29 -1.10  0.52
H: -1.58 -1.36 -0.52  0.43
H: -0.90 -2.66 0.54  0.44

# 8
Density functional theory data (wB97M-V/def2-TZVPD) for a cluster of 2 separate species, C7H9ClN5O in total at a distorted geometry.

**E_HOMO (alpha / beta)**: -12.312 / -12.312 eV
**Net charge**: +1
**M**: 214.6 g mol⁻¹
**HOMO-LUMO gap (alpha / beta)**: 8.134 / 8.133 eV

Last column: Mulliken charge in e.
Element x y z (Å)
C: 3.65 -1.30 0.72  -0.42
C: -4.28 0.12 0.31  -0.03
C: 3.40 -0.11 -0.02  0.46
C: -2.59 1.50 0.56  0.42
C: 1.56 -1.24 0.11  0.25
C: 1.61 1.03 -1.18  -1.02
C: 0.18 -1.67 0.09  -0.08
N: -3.85 1.24 0.91  -0.19
N: -1.54 1.75 0.13  -0.49
N: 2.15 -0.04 -0.37  0.14
N: 2.50 -1.98 0.79  -0.53
N: -0.76 -0.82 -0.28  -0.16
O: -3.49 -0.57 -0.28  -0.65
Cl: 4.57 1.11 -0.28  -0.14
H: 4.52 -1.61 1.23  0.46
H: -5.32 -0.01 0.39  0.45
H: 2.43 1.47 -1.77  0.37
H: 0.70 0.66 -1.75  0.50
H: 1.37 1.82 -0.58  0.40
H: -0.04 -2.58 0.61  0.51
H: -4.38 2.02 1.52  0.34
H: -1.82 -1.03 -0.24  0.26
H: -0.56 0.21 -0.63  0.17